The following is a DFT calculation (wB97M-V/def2-TZVPD) of a molecular structure, C31H49BN7OP2Tb in a non-equilibrium geometry.

Geometry as XYZ:
```
92
Properties=species:S:1:pos:R:3:forces:R:3
Tb 0.096156 0.164649 -0.116469 0.0311 0.2975 0.0115
C 3.133785 -0.830407 1.875371 -0.0764 0.0690 -0.1730
C 3.148391 -1.248925 0.444908 0.0090 -0.0853 -0.0253
C 4.140326 -1.897568 -0.277342 -0.4325 0.2523 0.1576
C 3.625466 -2.055681 -1.556627 -0.1019 0.1026 0.3388
C 4.314649 -2.668287 -2.716297 -0.0994 -0.0243 -0.2048
N 2.384293 -1.537447 -1.572347 0.2500 -0.3739 -0.3284
N 2.085049 -1.022989 -0.346237 0.0752 0.0230 0.0471
B 1.453711 -1.380894 -2.803118 -0.2612 0.4979 0.4627
N 1.362733 0.120155 -3.140797 0.1829 0.0243 -0.4426
N 0.715373 1.013338 -2.335444 -0.0008 0.0485 0.0924
C 0.592878 2.145866 -3.040026 0.0735 -0.2515 -0.0302
C -0.171815 3.307557 -2.519787 -0.0509 -0.1049 0.1626
C 1.193672 1.998834 -4.286273 -0.0344 -0.1801 0.2775
C 1.673452 0.700757 -4.316526 -0.1820 0.4142 0.1597
C 2.410370 0.044298 -5.422522 0.0113 -0.1576 -0.0350
N -0.004894 -1.870355 -2.533203 0.1817 -0.3038 -0.1944
N -0.875850 -1.146132 -1.775682 -0.4663 -0.2510 -0.1989
C -2.103696 -1.636548 -1.988416 0.3051 0.0997 0.0226
C -3.282992 -0.976334 -1.359672 0.1575 0.0093 -0.0541
C -2.028607 -2.711146 -2.868524 0.2064 0.2805 0.1028
C -0.684875 -2.823843 -3.202626 -0.3837 -0.0094 0.2029
C -0.090112 -3.814909 -4.134180 0.2037 0.0907 -0.0702
H 3.769419 -1.487166 2.463970 -0.0539 -0.0026 0.1083
H 3.517820 0.186395 1.975477 -0.0395 0.0219 0.1060
H 2.109570 -0.880213 2.267132 0.1955 -0.0076 0.0891
H 5.101542 -2.206348 0.075177 0.2389 -0.0987 0.0720
H 5.265320 -3.082561 -2.395292 0.0208 -0.0469 0.0134
H 3.713891 -3.457251 -3.159475 -0.0046 -0.1052 -0.0808
H 4.513548 -1.926676 -3.487434 0.0072 0.0394 -0.0691
H 1.896331 -1.981740 -3.707432 0.1781 -0.2025 -0.2714
H -0.773259 2.983228 -1.665859 0.0446 0.2243 -0.1379
H 0.488702 4.117693 -2.213065 -0.0039 0.0591 0.0739
H -0.835482 3.685823 -3.294725 -0.0431 0.0632 0.0124
H 1.255065 2.730310 -5.064642 0.0422 0.1540 -0.1980
H 2.618540 0.779832 -6.195098 0.0068 -0.0358 -0.0332
H 3.354869 -0.368141 -5.075660 0.0746 -0.0455 -0.0155
H 1.827342 -0.764328 -5.858716 0.0025 -0.0653 -0.0760
H -2.970910 -0.394959 -0.476904 -0.2159 -0.1273 -0.0895
H -3.741977 -0.297000 -2.077777 -0.0366 0.1002 0.0551
H -4.037065 -1.704498 -1.074905 -0.0429 0.0141 0.1611
H -2.833736 -3.310389 -3.241662 -0.1666 -0.1306 -0.0883
H -0.833893 -4.564072 -4.388410 -0.0303 -0.0289 0.0020
H 0.230848 -3.333282 -5.056809 0.0696 -0.0085 -0.0489
H 0.769019 -4.314086 -3.693197 0.0910 -0.0401 -0.0021
C -2.264424 -3.330931 0.881263 0.1477 0.3650 -0.1753
P -0.659906 -2.461255 1.144435 -0.1458 -0.8322 0.6268
C 0.506508 -3.827811 0.745490 -0.0321 0.3769 -0.1397
C -0.565851 -2.463962 2.981727 0.0358 0.3700 -0.1588
C -0.681159 -3.651680 3.701546 0.0079 -0.0153 0.0308
C -0.564268 -3.663681 5.078716 -0.0428 -0.0562 -0.0961
C -0.330824 -2.482313 5.764283 0.0070 0.0961 -0.0044
C -0.250568 -1.292313 5.067612 0.1159 -0.0995 0.0709
C -0.370925 -1.267526 3.680006 0.0285 -0.0237 -0.2815
P -0.443165 0.360750 2.832756 -0.1253 -0.2531 1.2537
C 0.829105 1.325315 3.771693 -0.0462 -0.0248 -0.3165
C -1.975666 0.961147 3.672827 0.0053 0.1000 -0.1473
H -2.297473 -4.265773 1.438446 0.0825 0.0199 0.0248
H -2.366283 -3.545861 -0.181756 -0.0563 -0.0515 -0.0017
H -3.095418 -2.702890 1.201217 -0.0054 -0.0013 -0.0033
H 0.247063 -4.726341 1.302270 -0.0264 0.0022 -0.0200
H 1.523216 -3.528730 0.998525 0.0214 -0.0158 -0.0305
H 0.457073 -4.040833 -0.322281 0.0176 0.0048 -0.0544
H -0.878349 -4.581932 3.190980 0.0384 -0.1163 -0.0608
H -0.662359 -4.591971 5.618058 0.0080 -0.1191 0.0572
H -0.230526 -2.487850 6.838209 0.0143 0.0014 0.1092
H -0.089268 -0.375543 5.616284 -0.0024 0.0704 0.0645
H 0.407153 1.749418 4.681847 -0.0046 -0.0434 0.0150
H 1.207749 2.139194 3.153249 0.0429 0.0413 0.0316
H 1.664560 0.676015 4.033024 -0.0153 0.0613 -0.0145
H -1.974459 0.621582 4.709017 0.0284 -0.0478 -0.0941
H -2.860114 0.568413 3.173988 -0.0705 -0.0046 0.0054
H -2.008880 2.047125 3.654187 -0.0434 -0.1564 -0.0047
O -0.033265 2.417679 0.596992 0.0609 0.0151 -0.4834
C -0.499970 3.366564 1.246021 -0.2168 -0.0115 0.4662
C 0.198151 4.671297 1.457757 0.0997 0.2510 -0.1655
C -0.804153 5.815696 1.151312 0.0838 0.0344 -0.1514
C -1.841850 5.527031 0.044775 -0.1261 0.0570 0.2478
C -3.114565 4.753193 0.435328 0.1523 -0.1614 -0.2813
C -2.853403 3.282018 0.770091 -0.4692 0.1388 -0.2491
N -1.763881 3.301233 1.746416 0.4026 -0.0296 0.2180
H 1.062596 4.715256 0.792798 -0.0360 -0.0873 0.0683
H 0.569009 4.773559 2.481445 0.0179 -0.1526 0.0033
H -0.213506 6.672745 0.827877 0.0065 0.0226 0.1127
H -1.319889 6.130524 2.061969 0.0184 0.0021 0.0203
H -1.353532 5.014753 -0.781735 0.0838 -0.0046 -0.2254
H -2.170995 6.493538 -0.332436 0.0242 0.0135 -0.1153
H -3.823763 4.822318 -0.387460 -0.1497 0.0003 0.0012
H -3.577798 5.227003 1.304331 -0.0731 0.0372 0.0106
H -2.533425 2.705658 -0.106845 -0.0868 0.1105 0.1422
H -3.740168 2.810226 1.198593 0.1049 -0.0574 -0.0608
H -1.951103 4.055388 2.402293 0.1851 -0.0246 -0.1084
```
Positions in Å, forces in eV/Å.

Calculated values
Total energy ... -3200.89517 a.u.
HOMO-LUMO gap (spin up / spin down) ... 7.3 / 8.6 eV
Spin multiplicity ... 7
⟨S²⟩ ... 12.610
Total charge ... +2
LUMO (spin up / spin down) ... -6.38 / -5.13 eV
Strongest force on any atom ... 0.0250 hartree/bohr
HOMO level (spin up / spin down) ... -0.503 / -0.504 Eh